{
  "formula": "C5H9N3O",
  "method": "wB97M-V/def2-TZVPD",
  "elements": ["C", "C", "C", "C", "C", "H", "H", "H", "H", "H", "H", "H", "H", "H", "N", "N", "N", "O"],
  "xyz": [[-1.403, 0.127, -0.488], [0.003, -0.684, -0.055], [1.199, -1.493, 0.054], [0.812, 1.657, -0.127], [-0.537, 1.108, 0.487], [-3.181, -0.904, -0.475], [-2.825, -0.412, 1.030], [-1.502, 0.377, -1.549], [0.452, -0.077, -0.916], [1.331, -2.086, -0.918], [1.386, -2.212, 0.889], [3.132, -0.596, -0.015], [0.891, 2.749, -0.350], [-1.074, 1.906, 0.980], [-2.746, -0.154, 0.055], [2.185, -0.316, 0.172], [1.982, 1.002, -0.058], [-0.105, 0.007, 1.285]],
  "mulliken_charge": [-0.0578, -0.3749, -0.4236, -0.5122, 0.1320, 0.2322, 0.2362, 0.3692, 0.3859, 0.2229, 0.2781, 0.2201, 0.3645, 0.5763, -0.6720, -0.0216, -0.4915, -0.4638],
  "orbital_gap_ev": 8.986,
  "lumo_energy_ev": 0.8,
  "energy_ha": -435.19152,
  "de_lowest_ev": 7.244,
  "total_charge": 0
}